(1)
A molecular structure, C25H60O23Tl at a distorted geometry. Source: OMol25; level of theory: the ωB97M-V functional and the def2-TZVPD basis.

Charge ... +1
ΔE to the lowest compared entry with this formula, charge and spin ... 0.0 kJ/mol

Atoms and positions in Å:
Tl (-4.958, -1.823, -1.501)
C (-0.580, -0.508, 0.812)
C (-1.645, -0.689, -0.175)
C (-1.279, -1.068, -1.706)
O (-2.153, -0.978, -2.506)
C (0.061, -1.431, -1.982)
C (0.961, -1.491, -0.960)
C (0.624, -0.929, 0.433)
O (1.441, -0.824, 1.408)
O (2.150, -1.942, -1.230)
O (-2.820, -0.648, 0.106)
H (-0.823, -0.204, 1.820)
H (0.386, -1.675, -2.982)
C (2.428, 0.794, -4.062)
O (3.428, 0.338, -3.176)
H (2.470, 1.877, -4.175)
H (2.593, 0.226, -4.977)
H (1.455, 0.568, -3.624)
H (3.009, -0.247, -2.540)
C (-4.246, 3.615, -0.070)
C (-5.170, 4.271, -1.156)
O (-6.396, 3.631, -1.385)
O (-3.879, 2.300, -0.449)
H (-4.766, 3.691, 0.885)
H (-3.407, 4.285, 0.117)
H (-4.649, 4.298, -2.113)
H (-5.375, 5.299, -0.857)
H (-6.777, 4.210, -2.049)
H (-3.305, 1.898, 0.207)
C (-4.764, -1.524, 2.385)
C (-6.165, -0.880, 2.192)
O (-6.561, -0.448, 0.920)
O (-4.570, -2.572, 1.405)
H (-4.650, -1.949, 3.382)
H (-3.906, -0.859, 2.288)
H (-6.266, -0.017, 2.850)
H (-6.758, -1.693, 2.612)
H (-7.378, 0.046, 1.021)
H (-3.654, -2.849, 1.325)
C (-1.294, 3.361, -2.955)
C (-1.789, 4.587, -3.865)
O (-3.110, 4.745, -4.166)
O (-1.333, 2.204, -3.715)
H (-1.983, 3.270, -2.116)
H (-0.301, 3.634, -2.598)
H (-1.229, 4.572, -4.801)
H (-1.524, 5.508, -3.345)
H (-3.251, 3.833, -4.428)
H (-1.369, 1.404, -3.186)
C (-1.294, -3.094, -6.720)
C (-1.080, -2.007, -5.545)
O (-2.172, -1.178, -5.315)
O (-1.162, -2.553, -8.036)
H (-2.167, -3.745, -6.763)
H (-0.512, -3.845, -6.604)
H (-0.369, -1.212, -5.771)
H (-0.621, -2.586, -4.745)
H (-2.340, -1.120, -4.372)
H (-0.230, -2.441, -8.237)
C (3.117, 1.746, -0.136)
C (3.690, 2.975, -0.990)
O (5.003, 3.509, -0.644)
O (3.604, 1.751, 1.204)
H (3.272, 0.742, -0.530)
H (2.035, 1.737, -0.272)
H (3.023, 3.825, -0.844)
H (3.872, 2.727, -2.036)
H (5.049, 3.818, 0.263)
H (2.973, 1.141, 1.592)
C (-1.012, 3.354, 2.157)
C (-1.784, 2.228, 2.883)
O (-2.636, 1.668, 1.859)
O (-0.057, 2.826, 1.194)
H (-0.374, 3.844, 2.893)
H (-1.590, 4.153, 1.691)
H (-2.315, 2.503, 3.795)
H (-0.981, 1.599, 3.266)
H (-2.230, 0.850, 1.563)
H (-0.257, 1.888, 1.236)
C (2.351, -0.149, 5.091)
C (3.077, -1.273, 5.887)
O (2.794, -2.482, 5.227)
O (0.917, -0.365, 5.023)
H (2.614, 0.030, 4.048)
H (2.687, 0.809, 5.488)
H (2.604, -1.364, 6.865)
H (4.149, -1.106, 5.988)
H (1.926, -2.772, 5.515)
H (0.862, -1.007, 4.311)
C (1.673, -4.079, 2.563)
C (2.666, -5.083, 3.252)
O (3.916, -4.957, 2.491)
O (1.518, -4.362, 1.214)
H (2.116, -3.088, 2.662)
H (0.715, -4.054, 3.083)
H (2.148, -6.033, 3.121)
H (2.869, -4.972, 4.317)
H (4.711, -5.122, 3.003)
H (0.719, -3.909, 0.936)
C (4.968, -1.654, 1.854)
C (6.387, -2.139, 1.301)
O (6.410, -3.553, 1.012)
O (3.936, -2.119, 1.082)
H (4.992, -0.566, 1.905)
H (4.848, -1.996, 2.882)
H (7.014, -2.017, 2.184)
H (6.637, -1.579, 0.400)
H (7.302, -3.658, 0.672)
H (3.094, -1.699, 1.270)

(2)
6 unconnected molecules or ions with the total composition C25H61B2ClN3O11 at a distorted geometry. Source: OMol25; level of theory: the ωB97M-V functional and the def2-TZVPD basis.

Charge ... +1

Atoms and positions in Å:
C (2.263, 2.139, 4.846)
N (0.793, 1.982, 4.700)
C (0.334, 2.101, 3.296)
C (0.864, 0.966, 2.300)
C (1.108, 1.240, 0.771)
C (0.884, 2.558, -0.087)
C (1.681, 3.850, 0.448)
C (0.696, 4.998, 1.012)
Cl (1.619, 6.111, 2.148)
N (1.620, -0.027, 0.236)
O (1.958, -0.070, -1.067)
B (0.933, -0.689, -1.888)
O (-0.481, -0.612, -1.665)
O (1.413, -1.492, -3.006)
C (1.680, -1.036, 1.266)
B (2.171, -2.586, 1.058)
O (3.096, -2.979, 0.010)
O (1.674, -3.676, 1.882)
N (1.211, -0.425, 2.506)
C (1.086, -1.104, 3.844)
C (-0.487, -1.284, 4.169)
C (-1.372, -1.693, 2.890)
C (-2.275, -0.482, 2.315)
C (-3.841, -0.614, 2.630)
C (-4.521, 0.773, 2.120)
O (-5.963, 0.650, 1.956)
C (-6.326, 0.730, 0.540)
H (2.640, 1.842, 5.899)
H (2.583, 3.239, 4.718)
H (2.888, 1.524, 4.107)
H (0.425, 1.151, 5.176)
H (0.765, 3.100, 2.900)
H (-0.808, 2.226, 3.303)
H (-0.241, 2.830, -0.042)
H (1.084, 2.339, -1.203)
H (2.198, 4.314, -0.472)
H (2.520, 3.590, 1.193)
H (-0.139, 4.497, 1.636)
H (0.150, 5.571, 0.180)
H (-0.761, -1.558, -1.555)
H (1.525, -2.424, -2.685)
H (3.845, -2.346, -0.052)
H (2.455, -4.084, 2.318)
H (1.547, -2.145, 3.868)
H (1.638, -0.496, 4.657)
H (-0.969, -0.367, 4.649)
H (-0.578, -2.157, 4.920)
H (-2.114, -2.525, 3.194)
H (-0.761, -2.095, 2.007)
H (-2.110, -0.409, 1.178)
H (-1.901, 0.479, 2.809)
H (-4.316, -1.508, 2.098)
H (-4.033, -0.672, 3.757)
H (-4.361, 1.614, 2.895)
H (-4.037, 1.135, 1.133)
H (-6.580, 1.795, 0.212)
H (-7.295, 0.119, 0.434)
H (-5.542, 0.229, -0.123)
C (4.026, -3.338, -4.453)
C (3.923, -4.740, -3.887)
O (4.609, -4.819, -2.641)
H (5.073, -3.057, -4.595)
H (3.508, -3.265, -5.412)
H (3.591, -2.609, -3.762)
H (4.377, -5.462, -4.570)
H (2.877, -5.025, -3.731)
H (4.195, -4.186, -2.040)
C (3.363, -7.592, -0.536)
C (3.406, -8.567, -1.697)
O (3.047, -7.909, -2.905)
H (2.362, -7.162, -0.434)
H (3.631, -8.088, 0.400)
H (4.052, -6.760, -0.705)
H (2.701, -9.385, -1.535)
H (4.408, -8.992, -1.812)
H (3.682, -7.191, -3.046)
C (4.774, 1.797, -3.171)
C (4.027, 3.102, -3.359)
O (3.272, 3.410, -2.191)
H (4.076, 0.982, -2.964)
H (5.354, 1.547, -4.062)
H (5.454, 1.860, -2.316)
H (3.335, 3.029, -4.200)
H (4.721, 3.925, -3.555)
H (3.891, 3.483, -1.452)
C (-9.836, -3.099, -1.839)
C (-8.932, -2.389, -0.850)
O (-8.304, -1.273, -1.471)
H (-9.263, -3.439, -2.706)
H (-10.320, -3.962, -1.376)
H (-10.608, -2.421, -2.213)
H (-8.150, -3.063, -0.496)
H (-9.502, -2.036, 0.016)
H (-9.002, -0.677, -1.774)
C (-0.625, 9.557, -2.104)
C (0.002, 8.579, -1.130)
O (-0.707, 7.343, -1.149)
H (-1.673, 9.733, -1.849)
H (-0.094, 10.511, -2.095)
H (-0.608, 9.154, -3.121)
H (-0.037, 8.975, -0.113)
H (1.049, 8.388, -1.387)
H (-0.661, 6.995, -2.050)

Number 1: HOMO level -11.746 eV, Kohn-Sham gap 2.929 eV. Number 2: HOMO level -11.351 eV, Kohn-Sham gap 7.299 eV.